Run P
{
  "formula": "C7H6O",
  "method": "ωB97M-V with the def2-TZVPD basis set",
  "species": ["C", "C", "C", "C", "C", "C", "C", "H", "H", "H", "H", "H", "H", "O"],
  "xyz": [[1.0169, -0.7337, -0.1537], [0.3325, -0.0589, 1.0719], [-1.1291, -0.7096, 0.8936], [-1.3682, -0.8054, -0.4314], [-0.1538, -0.1993, -1.1494], [0.1045, 1.2741, -0.7454], [0.4535, 1.3900, 0.5671], [0.9709, -0.0475, 2.0238], [-1.5404, -1.2787, 1.6868], [-2.1135, -1.3861, -1.0206], [0.1474, -0.4667, -2.2769], [0.4574, 1.9859, -1.5073], [0.6870, 2.2259, 1.1742], [2.1350, -1.1900, -0.1325]],
  "lowdin_charge": [-0.305, -0.203, -0.008, -0.055, -0.191, -0.058, -0.023, 0.157, 0.084, 0.116, 0.176, 0.107, 0.095, 0.109],
  "e_homo_ev": -9.59,
  "orbital_gap_ha": 0.390,
  "mol_weight_g_mol": 106.12,
  "smiles": "O=C1[C@H]2C=C[C@@H]1C=C2"
}

Run Q
{
  "formula": "C7H6O",
  "method": "ωB97M-V with the def2-TZVPD basis set",
  "species": ["C", "C", "C", "C", "C", "C", "C", "H", "H", "H", "H", "H", "H", "O"],
  "xyz": [[-1.8314, -0.0372, -0.2657], [-0.5362, 0.4159, -0.8814], [0.6345, 0.3286, -0.1595], [1.7572, 0.9111, -0.6394], [2.6353, 1.8178, -0.8220], [0.9478, -0.5197, 0.9818], [0.9034, -1.6854, 1.5832], [-2.4555, -1.9205, 0.4921], [-2.2876, -0.7412, -0.9108], [-2.3664, 0.9570, -0.1365], [-0.3521, 1.2006, -1.6803], [3.4770, 2.4668, -1.0149], [1.0460, -2.3300, 2.5117], [-1.5720, -0.8637, 0.9417]],
  "lowdin_charge": [-0.270, 0.000, -0.354, -0.143, 0.163, -0.058, 0.126, 0.314, 0.070, 0.136, 0.143, 0.026, 0.056, -0.208],
  "e_homo_ev": -8.45,
  "orbital_gap_ha": 0.293,
  "mol_weight_g_mol": 106.12
}

Pick run P: it beats the second-best structure by 632.7 kJ/mol.

Run P
{
  "formula": "C3H2BrNO2",
  "method": "ωB97M-V with the def2-TZVPD basis set",
  "species": ["C", "C", "C", "N", "O", "O", "Br", "H", "H"],
  "xyz": [[1.0467, 0.3619, -0.1143], [-1.0318, -0.2421, 0.0949], [0.3116, -0.9337, 0.3460], [-0.1393, 0.9383, -0.5187], [2.1872, 0.7293, 0.0328], [-2.1995, -0.2944, 0.1185], [-0.8006, 2.6863, -1.0235], [0.4008, -1.9175, -0.2955], [0.2249, -1.3280, 1.3598]],
  "lowdin_charge": [-0.506, -0.362, 0.005, -0.355, 0.096, 0.160, 0.677, 0.165, 0.120],
  "e_homo_ev": -10.28,
  "orbital_gap_ha": 0.356,
  "mol_weight_g_mol": 163.96,
  "smiles": "O=C1CC(=O)N1Br"
}

Run Q
{
  "formula": "C3H2BrNO2",
  "method": "ωB97M-V with the def2-TZVPD basis set",
  "species": ["C", "C", "C", "N", "O", "O", "Br", "H", "H"],
  "xyz": [[1.1639, -0.3060, -0.8042], [-0.4097, 0.3154, -0.1015], [0.5959, -0.5086, 0.6367], [0.1309, 0.5765, -1.2730], [2.0517, -0.8260, -1.4080], [-1.5077, 0.5618, 0.5081], [-3.1438, 1.3560, -0.1232], [0.1272, -1.3697, 1.2148], [0.9916, 0.2007, 1.3503]],
  "lowdin_charge": [-0.455, -0.548, 0.044, 0.239, 0.117, -0.424, 0.764, 0.149, 0.115],
  "e_homo_ev": -10.22,
  "orbital_gap_ha": 0.294,
  "mol_weight_g_mol": 163.96
}

Pick run P: it beats the second-best structure by 139.0 kJ/mol.

Run P
{
  "formula": "C20H40O15",
  "method": "ωB97M-V with the def2-TZVPD basis set",
  "species": ["C", "C", "O", "C", "O", "O", "C", "H", "H", "H", "H", "H", "H", "H", "H", "C", "C", "O", "C", "O", "O", "C", "H", "H", "H", "H", "H", "H", "H", "H", "C", "C", "O", "C", "O", "O", "C", "H", "H", "H", "H", "H", "H", "H", "H", "C", "C", "O", "C", "O", "O", "C", "H", "H", "H", "H", "H", "H", "H", "H", "C", "C", "O", "C", "O", "O", "C", "H", "H", "H", "H", "H", "H", "H", "H"],
  "xyz": [[15.4309, 3.7435, -18.5941], [14.2138, 4.3008, -17.8335], [13.1885, 3.3833, -17.8590], [12.3769, 3.4073, -18.9623], [12.6071, 4.0140, -20.0405], [11.2890, 2.7625, -18.6413], [10.2959, 2.4484, -19.6964], [15.1023, 3.4612, -19.5943], [15.8392, 2.8191, -18.1854], [16.2379, 4.4486, -18.7936], [13.9414, 5.2576, -18.2789], [14.4880, 4.3766, -16.7812], [10.3019, 3.2442, -20.4413], [9.3145, 2.1432, -19.3333], [10.6278, 1.5488, -20.2148], [5.0214, -5.0993, -20.5168], [5.8533, -3.7733, -20.4223], [6.6883, -3.7849, -19.2626], [7.7917, -2.8865, -19.1606], [8.0496, -2.0043, -19.9176], [8.2414, -2.9784, -17.9220], [8.9577, -1.9412, -17.2227], [4.2474, -5.0860, -21.2843], [4.4289, -5.2010, -19.6076], [5.6486, -5.9905, -20.4970], [5.1246, -2.9672, -20.5090], [6.5228, -3.8599, -21.2781], [8.5276, -0.9746, -17.4850], [10.0160, -1.9272, -17.4833], [8.8523, -2.1680, -16.1618], [11.2094, 1.1630, -12.5508], [11.0814, 1.9673, -13.8721], [12.2995, 1.8437, -14.5962], [13.4188, 2.6856, -14.5438], [13.5796, 3.5554, -13.6981], [14.2163, 2.4406, -15.6272], [15.5190, 2.9380, -15.7459], [11.4585, 0.1237, -12.7649], [10.2549, 1.1818, -12.0247], [12.0546, 1.5462, -11.9791], [10.8657, 2.9724, -13.5098], [10.2285, 1.6445, -14.4692], [16.0503, 2.8304, -16.6916], [16.1422, 2.5000, -14.9661], [15.4867, 4.0268, -15.7072], [9.9791, -2.0304, -20.2780], [9.5168, -0.7606, -19.6411], [10.5371, -0.0678, -18.9120], [10.0925, 0.9596, -18.0464], [8.9115, 1.2890, -17.9189], [11.1342, 1.4384, -17.3193], [10.8599, 2.3345, -16.2099], [10.9416, -1.8799, -20.7670], [9.3230, -2.2109, -21.1295], [9.9013, -2.9443, -19.6891], [8.6203, -0.9971, -19.0681], [9.1699, -0.0813, -20.4197], [10.6293, 3.3220, -16.6096], [11.7791, 2.4346, -15.6327], [9.9765, 2.1093, -15.6124], [7.8774, 3.9307, -18.5438], [7.6595, 2.4650, -19.0847], [6.4019, 2.4282, -19.7964], [5.9332, 1.4212, -20.6764], [4.8295, 1.4325, -21.2056], [6.8383, 0.4096, -20.8081], [6.4338, -0.8641, -21.1356], [7.8814, 4.5876, -19.4136], [8.7947, 3.9087, -17.9554], [7.0315, 4.1593, -17.8954], [7.6282, 1.8043, -18.2183], [8.4284, 2.0736, -19.7508], [5.3977, -1.1234, -20.9182], [7.0700, -1.6236, -20.6812], [6.4657, -1.0275, -22.2128]],
  "lowdin_charge": [-0.052, -0.228, 0.025, -0.485, 0.086, -0.054, 0.010, 0.080, 0.058, 0.090, 0.139, 0.078, 0.135, -0.006, 0.121, -0.056, -0.210, 0.042, -0.447, -0.122, 0.048, 0.015, 0.079, 0.069, 0.075, 0.108, 0.130, 0.093, 0.114, 0.113, -0.039, -0.217, -0.051, -0.435, 0.143, 0.003, -0.077, 0.076, 0.080, 0.077, 0.146, 0.096, 0.065, 0.116, 0.095, -0.038, -0.252, 0.010, -0.477, -0.020, 0.011, -0.026, 0.101, 0.113, 0.107, 0.070, 0.142, 0.116, 0.000, 0.082, 0.009, -0.231, 0.014, -0.455, 0.115, -0.004, -0.092, 0.086, 0.066, 0.085, 0.088, 0.074, 0.090, -0.023, 0.112],
  "e_homo_ev": -9.20,
  "orbital_gap_ha": 0.352,
  "mol_weight_g_mol": 520.53
}

Run Q
{
  "formula": "C20H40O15",
  "method": "ωB97M-V with the def2-TZVPD basis set",
  "species": ["C", "C", "O", "C", "O", "O", "C", "H", "H", "H", "H", "H", "H", "H", "H", "C", "C", "O", "C", "O", "O", "C", "H", "H", "H", "H", "H", "H", "H", "H", "C", "C", "O", "C", "O", "O", "C", "H", "H", "H", "H", "H", "H", "H", "H", "C", "C", "O", "C", "O", "O", "C", "H", "H", "H", "H", "H", "H", "H", "H", "C", "C", "O", "C", "O", "O", "C", "H", "H", "H", "H", "H", "H", "H", "H"],
  "xyz": [[0.6641, -3.1178, 2.4021], [-0.2376, -2.3668, 1.4849], [0.5138, -1.2673, 1.0910], [0.2728, -0.6643, -0.0541], [-0.5964, -0.8965, -0.8553], [1.0331, 0.3629, -0.1002], [0.8496, 1.3709, -1.1615], [1.4306, -3.6094, 1.8031], [-0.0383, -3.7865, 2.8997], [1.0745, -2.4357, 3.1467], [-1.1232, -1.9975, 2.0020], [-0.6000, -2.9338, 0.6274], [0.4095, 0.9787, -2.0783], [1.8366, 1.7234, -1.4610], [0.2645, 2.2507, -0.8941], [3.5913, -0.4478, -2.6124], [2.5627, -1.5285, -2.8096], [2.7122, -2.3038, -1.6504], [2.1703, -3.5423, -1.5630], [1.6693, -4.1735, -2.4718], [2.4226, -4.0629, -0.3654], [2.1896, -5.4013, -0.0259], [4.5415, -0.9770, -2.5413], [3.4554, 0.0816, -1.6693], [3.5966, 0.2647, -3.4372], [2.7783, -2.1255, -3.6957], [1.5694, -1.0802, -2.8316], [2.5754, -5.7238, 0.9412], [2.6939, -6.1146, -0.6779], [1.1343, -5.6530, 0.0795], [-2.6114, -4.8739, -2.0262], [-2.4540, -5.5765, -0.6472], [-2.7744, -4.6352, 0.3257], [-2.6893, -4.8853, 1.6199], [-2.0336, -5.8341, 2.0575], [-3.3620, -3.9897, 2.2624], [-3.3124, -4.0151, 3.6767], [-2.6172, -5.5471, -2.8835], [-1.8688, -4.0907, -2.1786], [-3.5111, -4.2607, -2.0779], [-1.4672, -6.0362, -0.7031], [-3.2738, -6.2906, -0.5696], [-3.7786, -4.8813, 4.1462], [-3.9605, -3.1839, 3.9547], [-2.2739, -3.9662, 4.0042], [-0.2781, 6.3174, -1.9482], [-1.6850, 5.9366, -2.4609], [-2.4394, 5.0255, -1.7672], [-2.1469, 3.7593, -1.9248], [-1.2891, 3.2893, -2.6926], [-2.8880, 3.1010, -1.0376], [-3.0685, 1.6952, -1.1096], [-0.1813, 6.3318, -0.8626], [0.1167, 7.2684, -2.3057], [0.3898, 5.5397, -2.3183], [-1.6045, 5.7589, -3.5333], [-2.2170, 6.8879, -2.4765], [-3.7066, 1.3064, -0.3160], [-2.0858, 1.2240, -1.1318], [-3.6121, 1.4009, -2.0074], [3.4363, 2.9908, 2.0327], [2.2896, 2.8638, 2.9520], [1.7146, 4.1607, 3.2216], [0.9990, 4.7942, 2.2654], [0.7166, 4.3964, 1.1351], [0.4716, 5.8856, 2.8101], [-0.3126, 6.6805, 1.9878], [4.1696, 3.6913, 2.4322], [3.2114, 3.4050, 1.0498], [3.9152, 2.0159, 1.9412], [2.6567, 2.4116, 3.8733], [1.4903, 2.2061, 2.6104], [-0.8363, 7.5030, 2.4751], [-1.0180, 6.1951, 1.3134], [0.3637, 7.2005, 1.3094]],
  "lowdin_charge": [-0.032, -0.241, 0.049, -0.667, 0.119, 0.030, 0.004, 0.066, 0.070, 0.092, 0.132, 0.124, 0.089, 0.084, 0.078, -0.063, -0.226, 0.017, -0.547, 0.125, -0.009, -0.064, 0.084, 0.068, 0.086, 0.132, 0.118, 0.094, 0.100, 0.091, -0.055, -0.212, 0.022, -0.631, 0.099, 0.024, -0.029, 0.077, 0.069, 0.072, 0.120, 0.129, 0.100, 0.100, 0.093, -0.043, -0.247, 0.069, -0.564, 0.094, 0.007, -0.023, 0.046, 0.078, 0.072, 0.126, 0.118, 0.098, 0.072, 0.100, -0.080, -0.210, 0.032, -0.546, 0.098, 0.021, -0.079, 0.085, 0.077, 0.087, 0.125, 0.125, 0.099, 0.089, 0.092],
  "e_homo_ev": -10.54,
  "orbital_gap_ha": 0.412,
  "mol_weight_g_mol": 520.53,
  "smiles": "CCOC(=O)OC.CCOC(=O)OC.CCOC(=O)OC.CCOC(=O)OC.CCOC(=O)OC"
}

Pick run Q: it beats the second-best structure by 1763.1 kJ/mol.

Run P
{
  "formula": "C4H8OS2",
  "method": "ωB97M-V with the def2-TZVPD basis set",
  "species": ["C", "C", "C", "C", "H", "H", "H", "H", "H", "H", "H", "H", "O", "S", "S"],
  "xyz": [[-0.5459, 0.7834, -0.5142], [0.4204, 1.1260, 0.5887], [0.0173, -0.1031, 1.3533], [-0.6287, -0.6528, 0.0480], [-1.2604, 0.4514, -3.0144], [-1.4519, 1.3346, -0.3237], [1.3525, 0.8045, 0.1936], [0.5684, 2.2086, 0.9173], [-0.5935, -0.0545, 2.2903], [1.9713, -1.7146, 0.7845], [-1.5946, -1.0565, 0.2792], [0.4480, -1.2005, -1.5736], [0.0549, -1.6851, -0.7107], [-0.0843, 0.9591, -2.2416], [1.3266, -1.2006, 1.9233]],
  "lowdin_charge": [-0.648, -0.221, -0.613, -0.392, -0.027, 0.100, 0.078, 0.148, 0.111, -0.088, 0.133, 0.088, -0.143, 0.742, 0.731],
  "e_homo_ev": -8.89,
  "orbital_gap_ha": 0.343,
  "mol_weight_g_mol": 136.24,
  "smiles": "O[C@@H]1[C@H](S)C[C@@H]1S"
}

Run Q
{
  "formula": "C4H8OS2",
  "method": "ωB97M-V with the def2-TZVPD basis set",
  "species": ["C", "C", "C", "C", "O", "S", "S", "H", "H", "H", "H", "H", "H", "H", "H"],
  "xyz": [[-1.8529, -0.2478, 1.6909], [1.9956, -0.1145, 0.0662], [-1.6524, 0.3290, 0.5010], [2.1693, -0.5995, -1.3489], [2.4467, 0.9474, 0.4105], [-1.6355, -0.6374, -1.0822], [-1.0170, 1.9679, 0.0518], [-1.9834, 0.1765, 2.5875], [-2.2719, -1.1827, 1.5595], [1.5196, -0.9620, 0.7500], [3.1522, -0.3452, -1.7757], [1.6309, 0.1558, -1.9406], [1.8441, -1.6464, -1.4905], [-2.9662, -0.4836, -1.1750], [-1.3792, 2.6425, 1.1955]],
  "lowdin_charge": [-0.064, -0.364, -1.018, -0.079, 0.020, 0.641, 0.675, 0.020, 0.028, 0.142, 0.087, 0.079, 0.079, -0.130, -0.115],
  "e_homo_ev": -9.05,
  "orbital_gap_ha": 0.352,
  "mol_weight_g_mol": 136.24,
  "smiles": "C=C(S)S.CC=O"
}

Pick run P: it beats the second-best structure by 19.7 kJ/mol.